{"formula": "C3H6FNO2", "method": "wB97M-V/def2-TZVPD", "elements": ["F", "O", "O", "N", "C", "C", "C", "H", "H", "H", "H", "H", "H"], "xyz": [[0.66033, 2.23167, -0.63948], [1.55369, -1.31505, -0.72123], [3.16092, -0.40192, 0.71885], [2.05752, -0.41570, 0.30786], [-0.82210, 0.49553, -0.33129], [0.13171, 1.33715, 0.15179], [-1.63801, -0.59238, 0.28077], [-1.15590, -1.21576, 1.07712], [-1.11883, 0.78772, -1.33719], [-2.38034, -0.14551, 0.96683], [-2.03828, -1.09826, -0.60473], [0.84614, -0.89783, -0.99336], [0.74315, 1.23033, 1.12405]], "forces_ev_per_a": [[0.57, 1.35, -0.96], [8.90, -4.06, 2.77], [-1.43, -2.11, -2.17], [-0.36, 1.60, 1.15], [1.32, 2.25, 0.42], [-0.77, -2.95, 2.03], [0.28, 0.39, 1.47], [0.31, -0.04, -1.36], [-0.05, -0.11, -0.03], [-0.51, -0.05, -0.99], [-0.38, -0.57, 0.98], [-6.20, 3.84, -1.77], [-1.68, 0.46, -1.55]], "lowdin_charge": [0.038, 0.049, 0.090, -0.083, -0.194, -0.226, -0.112, 0.089, 0.109, 0.078, 0.078, -0.052, 0.136], "max_force_ev_per_a": 10.17, "homo_energy_ev": -9.262, "relative_energy_ev": 5.6087, "orbital_gap_ev": 9.17, "total_charge": 0, "smiles": "C/C=C/F.O=NO"}



{"formula": "C3H6N3O", "method": "wB97M-V/def2-TZVPD", "elements": ["O", "N", "N", "N", "C", "C", "C", "H", "H", "H", "H", "H", "H"], "xyz": [[1.79355, 0.23963, 0.76666], [-1.36081, -0.11568, 0.51905], [0.54083, -1.03508, -0.53767], [0.05574, 1.47400, -0.44576], [-0.63970, -1.16008, 0.06493], [-0.96632, 1.17484, 0.17652], [1.25184, 0.17842, -0.44996], [-2.31189, -0.20118, 0.85067], [1.68602, 1.15091, 1.06075], [-1.68936, 1.92062, 0.25276], [0.67282, -1.87866, -1.25952], [-0.96974, -2.20624, 0.21974], [1.93703, 0.45850, -1.21817]], "forces_ev_per_a": [[0.46, 0.05, 1.42], [1.19, -1.68, -0.13], [-1.73, -3.29, -2.20], [4.34, -1.91, -0.80], [-0.44, 0.05, 0.60], [-0.22, -0.47, -0.87], [-2.84, 3.34, -0.07], [0.12, -0.62, 0.25], [0.43, 0.25, 0.35], [-1.51, 1.07, 0.65], [0.53, 2.60, 2.15], [-0.37, 0.95, -0.33], [0.02, -0.35, -1.02]], "lowdin_charge": [0.067, 0.146, 0.128, 0.187, -0.016, -0.213, -0.307, 0.175, 0.126, 0.124, 0.252, 0.182, 0.150], "max_force_ev_per_a": 4.81, "homo_energy_ev": -14.666, "relative_energy_ev": 1.1761, "orbital_gap_ev": 9.69, "total_charge": 1, "smiles": "O[C@@H]1N=CNC=[NH+]1"}



Please write out number 1 again, unchanged.
{"formula": "C3H6FNO2", "method": "wB97M-V/def2-TZVPD", "elements": ["F", "O", "O", "N", "C", "C", "C", "H", "H", "H", "H", "H", "H"], "xyz": [[0.66033, 2.23167, -0.63948], [1.55369, -1.31505, -0.72123], [3.16092, -0.40192, 0.71885], [2.05752, -0.41570, 0.30786], [-0.82210, 0.49553, -0.33129], [0.13171, 1.33715, 0.15179], [-1.63801, -0.59238, 0.28077], [-1.15590, -1.21576, 1.07712], [-1.11883, 0.78772, -1.33719], [-2.38034, -0.14551, 0.96683], [-2.03828, -1.09826, -0.60473], [0.84614, -0.89783, -0.99336], [0.74315, 1.23033, 1.12405]], "forces_ev_per_a": [[0.57, 1.35, -0.96], [8.90, -4.06, 2.77], [-1.43, -2.11, -2.17], [-0.36, 1.60, 1.15], [1.32, 2.25, 0.42], [-0.77, -2.95, 2.03], [0.28, 0.39, 1.47], [0.31, -0.04, -1.36], [-0.05, -0.11, -0.03], [-0.51, -0.05, -0.99], [-0.38, -0.57, 0.98], [-6.20, 3.84, -1.77], [-1.68, 0.46, -1.55]], "lowdin_charge": [0.038, 0.049, 0.090, -0.083, -0.194, -0.226, -0.112, 0.089, 0.109, 0.078, 0.078, -0.052, 0.136], "max_force_ev_per_a": 10.17, "homo_energy_ev": -9.262, "relative_energy_ev": 5.6087, "orbital_gap_ev": 9.17, "total_charge": 0, "smiles": "C/C=C/F.O=NO"}